No. 1
{"formula": "C3H4N2", "method": "ωB97M-V with the def2-TZVPD basis set", "smiles": "N=C=C1CN1", "relative_energy_kj_mol": 316.9, "total_charge": 0, "lumo_energy_ev": 0.98, "homo_lumo_gap_ev": 9.68, "elements": ["N", "C", "C", "C", "N", "H", "H", "H", "H"], "coordinates": [[-1.95172, 1.67193, 0.11520], [-0.95043, 0.95893, 0.21525], [0.07626, 0.18556, 0.27719], [1.09769, -0.51970, -0.46537], [0.37831, -1.15488, 0.66748], [-2.57460, 1.17542, -0.52792], [0.82670, -0.91404, -1.44175], [2.13890, -0.23998, -0.34252], [0.95889, -1.16324, 1.50246]]}



No. 2
{"formula": "C8H10I2N3", "method": "ωB97M-V with the def2-TZVPD basis set", "relative_energy_kj_mol": 312.7, "total_charge": 1, "lumo_energy_ev": -3.61, "homo_lumo_gap_ev": 7.35, "elements": ["C", "C", "C", "C", "C", "C", "C", "C", "N", "N", "N", "I", "I", "H", "H", "H", "H", "H", "H", "H", "H", "H", "H"], "coordinates": [[0.24465, 1.46340, -0.04309], [0.56951, 1.62442, 1.24985], [0.10318, -0.53192, 1.01597], [-0.39615, -2.02911, -1.18694], [-0.33165, -0.68513, -1.35292], [-0.09307, -2.70622, 0.12035], [-2.69803, 3.88577, -0.45984], [-2.39871, 2.83420, 0.53511], [-0.02783, 0.10092, -0.21259], [0.50253, 0.39728, 1.85407], [-0.15926, -1.82599, 1.25531], [1.12387, 3.18567, 2.37214], [-3.62610, 2.54537, 2.23061], [0.06178, 2.17234, -0.78799], [-0.37613, -2.63736, -2.06607], [-0.42225, -0.18151, -2.27833], [-0.92552, -3.42671, 0.43750], [0.91309, -3.17598, 0.12707], [-1.94744, 4.76572, -0.41745], [-3.77551, 4.39199, -0.48127], [-2.46358, 3.64499, -1.50205], [0.63923, 0.19877, 2.92578], [0.01227, -2.04706, 2.18416]]}



No. 3
{"formula": "C9H7F2NO2", "method": "ωB97M-V with the def2-TZVPD basis set", "total_charge": 0, "lumo_energy_ev": [0.57, -2.96], "multiplicity": 3, "homo_lumo_gap_ev": [6.16, 6.77], "elements": ["C", "C", "C", "C", "C", "C", "C", "C", "C", "N", "O", "O", "F", "F", "H", "H", "H", "H", "H", "H", "H"], "coordinates": [[-2.24454, -0.59531, 0.37808], [-1.83573, -0.22535, -0.92890], [-1.30841, -0.77824, 1.44483], [-0.50522, 0.12726, -1.25414], [-0.01104, -0.55497, 1.16269], [0.39730, -0.16016, -0.20671], [5.44467, -0.49325, -1.10388], [1.06850, -0.24556, 2.06160], [1.82824, 0.14731, -0.21352], [2.19028, 0.30508, 1.23652], [4.92157, 0.19762, -1.82510], [5.99006, -1.20042, -0.35917], [2.45677, -0.97718, -0.74732], [3.34186, -0.52680, 1.47916], [-3.22206, -0.79451, 0.64652], [-2.59752, 0.01935, -1.58904], [-1.67298, -1.13326, 2.39305], [-0.37892, 0.49165, -2.22881], [0.74235, 0.64776, 2.75537], [1.44596, -0.91299, 2.82790], [2.10961, 0.99730, -0.78894]]}



For the records above, the corresponding F_max values read 0.52; 4.49; 5.02 eV/Å.